[1]
ORCA calculation (ωB97M-V/def2-TZVPD) on a structure of composition C35H42Br2Cl2MgN5O10Si.

Last column: Löwdin charge in e.
Cartesian coordinates (Å):
Mg -1.297 0.162 -0.718  0.5806
O -1.065 3.015 1.787  0.0525
C -1.604 2.450 0.849  -0.5797
O -0.994 2.040 -0.217  -0.1224
C -3.123 2.267 0.873  -0.0339
C -3.821 3.122 1.693  0.0662
C -5.209 3.072 1.776  -0.1467
C -5.927 2.142 1.050  0.0703
C -5.250 1.283 0.218  -0.0701
C -3.822 1.277 0.083  -0.2921
O -3.242 0.418 -0.657  -0.0864
N -6.067 0.327 -0.526  -0.3464
O -5.669 -0.082 -1.597  0.0683
O -7.124 -0.024 -0.017  0.0443
N -5.919 4.005 2.628  -0.3674
O -7.134 3.910 2.701  0.0456
O -5.266 4.800 3.282  0.0551
H -3.263 3.836 2.282  0.1287
H -7.001 2.087 1.127  0.1282
C 1.323 1.368 -2.082  -0.0565
O 0.442 0.230 -2.066  -0.1573
C 0.415 -0.563 -3.172  -0.2167
C 1.375 -0.588 -4.158  -0.0364
C 1.182 -1.432 -5.251  -0.6741
Br 2.502 -1.474 -6.611  0.7346
C 0.061 -2.216 -5.377  -0.0802
C -0.917 -2.193 -4.374  -0.0535
C -0.725 -1.378 -3.263  -0.1916
O -1.589 -1.288 -2.239  0.0192
C -2.165 -2.948 -4.470  -0.2280
N -3.143 -2.816 -3.607  0.1731
C -4.167 -3.633 -4.050  -0.1932
C -5.436 -3.842 -3.519  0.0082
C -6.261 -4.727 -4.184  -0.0876
C -5.841 -5.390 -5.349  -0.0984
C -4.586 -5.183 -5.889  -0.0285
C -3.761 -4.289 -5.218  -0.1832
N -2.475 -3.836 -5.459  0.1745
H 2.354 1.033 -1.974  0.0642
H 1.020 1.977 -1.236  0.0738
H 1.181 1.918 -3.013  0.1020
H 2.257 0.031 -4.094  0.1106
H -0.058 -2.834 -6.256  0.0978
H -2.447 -1.767 -2.478  0.1171
H -5.753 -3.313 -2.630  0.1199
H -7.257 -4.914 -3.804  0.1008
H -6.520 -6.076 -5.838  0.0975
H -4.268 -5.691 -6.791  0.1049
H -1.890 -4.086 -6.234  0.1526
O -1.561 -2.362 2.651  0.0251
C -1.209 -1.717 1.712  -0.5465
N -0.813 -1.096 0.779  0.0668
Cl -4.485 3.166 -2.929  0.5592
C -2.750 3.067 -2.641  -0.9588
Cl -1.985 1.784 -3.610  0.6276
H -2.548 2.837 -1.604  -0.0111
H -2.297 4.008 -2.929  0.0312
C 3.860 2.928 3.318  -0.0874
C 3.797 2.136 2.002  -0.6171
C 2.619 2.664 1.166  -0.1009
C 5.068 2.446 1.197  -0.1124
Si 3.637 0.253 2.347  0.4710
Br 3.092 -0.709 0.359  0.5285
C 2.215 -0.184 3.549  -0.6128
C 1.762 -1.647 3.406  -0.1119
C 2.626 0.060 5.011  -0.0913
C 0.985 0.687 3.244  -0.0972
C 5.323 -0.566 2.806  -0.6299
C 5.109 -2.023 3.241  -0.1114
C 6.301 -0.611 1.623  -0.1258
C 5.998 0.182 3.967  -0.0942
H 4.016 3.987 3.086  0.0866
H 4.683 2.608 3.963  0.0639
H 2.933 2.855 3.884  0.0661
H 2.767 3.736 0.993  0.0921
H 1.643 2.546 1.630  0.0545
H 2.593 2.173 0.194  0.0304
H 5.070 3.512 0.942  0.0839
H 5.098 1.884 0.260  0.0741
H 5.984 2.244 1.752  0.0593
H 2.548 -2.366 3.632  0.0564
H 1.384 -1.849 2.404  0.0377
H 0.933 -1.824 4.098  0.0878
H 3.405 -0.628 5.346  0.0613
H 1.752 -0.103 5.651  0.0892
H 2.973 1.080 5.187  0.0645
H 0.672 0.610 2.203  0.0558
H 1.134 1.739 3.484  0.0677
H 0.145 0.330 3.849  0.0987
H 4.593 -2.603 2.473  0.0737
H 4.543 -2.103 4.168  0.0613
H 6.087 -2.489 3.410  0.0831
H 5.902 -1.205 0.800  0.0456
H 7.232 -1.084 1.957  0.0822
H 6.553 0.374 1.236  0.0518
H 5.351 0.263 4.843  0.0649
H 6.311 1.187 3.685  0.0622
H 6.897 -0.366 4.272  0.0843

As for the total energy: -8943.341595 a.u. The value obtained for the orbital gap is 7.3722 eV. The energy relative to the best compared isomer or geometry (same formula, charge and spin) comes out at 1.1 kcal per mole. For the HOMO energy, the calculation gives -5.836 eV. Its charge is -1. For the molecular weight, the calculation gives 975.85 g mol⁻¹. For the LUMO energy, the calculation gives 1.5 eV.

[2]
ORCA calculation (ωB97M-V/def2-TZVPD) on a structure of composition C30H35BeN2P2Se2Te.

Last column: Löwdin charge in e.
Cartesian coordinates (Å):
Be 1.034 0.120 -0.229  -0.3266
C 0.538 -1.654 4.550  -0.2788
P 0.289 -0.101 3.598  0.7875
C -0.616 0.907 4.840  -0.2850
C 1.971 0.656 3.744  -0.4139
C 3.015 -0.107 2.917  -0.3911
P 2.846 0.000 1.091  0.8287
C 3.842 1.481 0.701  -0.2469
C 3.919 -1.388 0.588  -0.2537
H 1.230 -1.512 5.383  0.0527
H 0.903 -2.456 3.907  0.0382
H -0.426 -1.970 4.950  0.0376
H -0.207 0.768 5.843  0.0508
H -1.670 0.634 4.850  0.0400
H -0.546 1.963 4.573  0.0385
H 2.262 0.641 4.798  0.0868
H 1.910 1.702 3.435  0.0791
H 3.009 -1.166 3.181  0.0776
H 4.022 0.263 3.120  0.0893
H 4.786 1.454 1.246  0.0557
H 3.298 2.388 0.970  0.0476
H 4.044 1.504 -0.368  0.0174
H 4.900 -1.295 1.058  0.0611
H 4.035 -1.403 -0.492  0.0060
H 3.461 -2.328 0.901  0.0529
Se 2.224 0.041 -2.133  0.7267
C 1.219 0.098 -3.769  -0.6417
C 0.666 1.277 -4.252  -0.1264
C -0.031 1.273 -5.455  -0.0818
C -0.170 0.099 -6.183  -0.0814
C 0.402 -1.074 -5.710  -0.0746
C 1.096 -1.077 -4.506  -0.1582
H 0.763 2.196 -3.691  0.0892
H -0.459 2.195 -5.829  0.1084
H -0.717 0.101 -7.118  0.1071
H 0.312 -1.991 -6.279  0.1096
H 1.538 -1.992 -4.134  0.0979
Te -0.104 -2.076 -0.751  1.4758
C -1.158 -3.227 0.683  -0.5268
C -1.759 -4.400 0.240  -0.1348
C -2.545 -5.138 1.114  -0.0649
C -2.721 -4.711 2.424  -0.0649
C -2.101 -3.551 2.869  -0.0734
C -1.317 -2.805 1.998  -0.1673
C -1.871 -1.122 -1.494  -0.4757
C -1.849 -0.522 -2.748  -0.1157
C -2.969 0.161 -3.209  -0.0571
C -4.117 0.229 -2.432  -0.0691
C -4.146 -0.402 -1.196  -0.0782
C -3.027 -1.072 -0.721  -0.1699
H -1.623 -4.735 -0.781  0.1005
H -3.021 -6.047 0.771  0.1121
H -3.343 -5.286 3.099  0.1109
H -2.233 -3.225 3.894  0.1014
H -0.839 -1.894 2.337  -0.0010
H -0.971 -0.579 -3.377  0.0591
H -2.938 0.626 -4.186  0.1085
H -4.989 0.758 -2.794  0.1096
H -5.044 -0.376 -0.591  0.1109
H -3.081 -1.578 0.235  0.0905
Se -1.374 1.325 1.179  1.1868
N 0.067 1.483 0.124  -0.2975
C 0.137 2.768 -0.272  -0.2997
C 1.127 3.359 -1.105  -0.0456
C 1.021 4.683 -1.394  -0.0405
C -0.033 5.503 -0.879  -0.0542
C -0.985 4.984 -0.070  -0.0071
C -0.925 3.595 0.247  -0.3595
N -1.818 2.988 1.019  -0.2003
H 1.938 2.760 -1.489  0.0550
H 1.762 5.135 -2.042  0.1180
H -0.058 6.555 -1.132  0.1139
H -1.786 5.585 0.338  0.1236

As for the total energy: -7041.878393 a.u. The value obtained for the orbital gap is 6.3706 eV. The energy relative to the best compared isomer or geometry (same formula, charge and spin) comes out at 0.0 kcal per mole. For the HOMO energy, the calculation gives -10.301 eV. Its charge is +1. For the molecular weight, the calculation gives 780.10 g mol⁻¹. For the LUMO energy, the calculation gives -3.9 eV.

[3]
ORCA calculation (ωB97M-V/def2-TZVPD) on an isolated molecule of C5H8O2S.

Last column: Löwdin charge in e.
Cartesian coordinates (Å):
O 2.145 -0.823 0.179  0.0147
C 0.973 -0.277 -0.064  -0.7449
C 0.946 0.973 -0.750  -0.1853
O -0.389 1.553 -0.604  -0.1524
C -0.871 0.947 0.636  -0.4302
C 0.393 0.259 1.288  -0.0943
S -1.746 -0.600 -0.095  0.8545
C -0.093 -1.363 -0.486  -0.3346
H 2.847 -0.083 -0.167  0.1965
H 1.812 1.558 -0.241  0.1450
H 1.217 0.885 -1.909  0.1828
H -1.570 1.521 1.142  0.0811
H 1.089 1.157 1.645  0.1660
H 0.126 -0.607 1.949  0.1339
H 0.011 -1.735 -1.467  0.0611
H 0.267 -2.171 0.225  0.1061

As for the total energy: -743.892721 a.u. The value obtained for the orbital gap is 9.0358 eV. The energy relative to the best compared isomer or geometry (same formula, charge and spin) comes out at 59.4 kcal per mole. For the HOMO energy, the calculation gives -8.494 eV. The SMILES is O[C@]12CO[C@H](C1)SC2. For the molecular weight, the calculation gives 132.18 g mol⁻¹. For the LUMO energy, the calculation gives 0.5 eV.

[4]
ORCA calculation (ωB97M-V/def2-TZVPD) on a cluster of 4 separate species, C7H18Br2F4N6O6PS in total.

Last column: Löwdin charge in e.
Cartesian coordinates (Å):
O -5.116 -3.074 3.893  -0.1929
P -4.048 -3.004 2.920  0.2907
O -3.850 -4.355 2.139  -0.0663
O -2.615 -2.612 3.416  -0.1070
S -4.656 -1.627 1.325  1.1358
F -5.446 -0.546 2.109  -0.2726
C -3.112 -0.888 0.774  -0.3551
C -3.151 0.651 0.695  -0.1977
C -2.029 1.285 1.495  -0.8136
F -2.218 2.624 1.424  0.0218
Br -2.160 0.821 3.393  0.9575
C -0.615 1.011 0.955  -0.9337
F 0.263 1.630 1.772  0.0315
F -0.325 -0.315 1.006  0.0214
Br -0.379 1.663 -0.819  1.0502
H -3.208 -4.251 1.418  0.1076
H -2.532 -1.677 3.677  0.0096
H -2.347 -1.177 1.486  0.0344
H -2.860 -1.324 -0.188  0.1192
H -4.067 1.028 1.140  0.1119
H -3.120 1.004 -0.328  0.1162
C 3.105 0.247 -1.625  -0.6885
O 2.077 0.651 -2.144  -0.0591
N 4.063 -0.434 -2.322  0.1620
N 3.389 0.434 -0.299  0.1531
H 4.918 -0.771 -1.916  0.1030
H 3.893 -0.594 -3.297  0.1097
H 2.719 0.935 0.254  0.0876
H 4.233 0.112 0.136  0.1010
C -0.371 4.742 -3.497  -0.6797
O -1.048 4.115 -2.694  -0.0471
N 0.072 4.193 -4.666  0.1560
N -0.008 6.040 -3.285  0.1550
H 0.627 4.689 -5.336  0.0963
H -0.177 3.240 -4.850  0.1033
H -0.320 6.471 -2.435  0.1045
H 0.544 6.575 -3.927  0.0962
C 4.171 -3.504 0.760  -0.6804
O 5.202 -3.642 0.130  0.0311
N 3.870 -4.267 1.856  0.1483
N 3.238 -2.562 0.414  0.1499
H 3.029 -4.167 2.390  0.0866
H 4.541 -4.961 2.129  0.1055
H 3.445 -2.000 -0.386  0.0512
H 2.379 -2.411 0.907  0.0858

As for the total energy: -7344.442259 a.u. The value obtained for the orbital gap is 6.5118 eV. For the HOMO energy, the calculation gives -11.898 eV. Its charge is +1. For the molecular weight, the calculation gives 581.10 g mol⁻¹. For the LUMO energy, the calculation gives -5.4 eV.

| no. | maximum force (hartree/bohr) |
| --- | --- |
| 1 | 0.0107 |
| 2 | 0.0105 |
| 3 | 0.1308 |
| 4 | 0.0533 |